Record 1
{"formula": "C4H9NO", "method": "ωB97M-V/def2-TZVPD", "lumo_ev": 0.86, "homo_lumo_gap_ev": 7.75, "e_above_lowest_kcal_mol": 71.78, "homo_ev": -6.891, "total_charge": 0, "elements": ["C", "C", "O", "C", "C", "N", "H", "H", "H", "H", "H", "H", "H", "H", "H"], "coordinates": [[-1.72403, 0.25025, -0.52445], [-0.65696, 0.11760, 0.55722], [-1.35749, -0.20324, 1.75376], [0.42956, -0.88188, 0.34110], [1.86930, 0.60143, -0.89821], [1.58177, -0.50508, -0.21005], [-2.47581, 0.98116, -0.20687], [-1.28457, 0.58611, -1.46980], [-2.21991, -0.71106, -0.68974], [-0.14876, 1.10328, 0.64836], [-0.68714, -0.32206, 2.43927], [0.34992, -1.89628, 0.71432], [2.90456, 0.83829, -1.08969], [1.05675, 1.17861, -1.31081], [2.36280, -1.13713, -0.05443]]}



Record 2
{"formula": "CH3FIP", "method": "ωB97M-V/def2-TZVPD", "lumo_ev": [-0.90, -0.46], "homo_lumo_gap_ev": [7.54, 8.07], "e_above_lowest_kcal_mol": 66.95, "homo_ev": [-8.445, -8.534], "total_charge": 0, "elements": ["C", "F", "P", "I", "H", "H", "H"], "coordinates": [[-0.91975, 1.09581, 0.11592], [2.06767, -1.35566, 0.90109], [1.76312, -0.75673, -0.58510], [-2.45517, -0.27629, 0.13695], [-0.49979, 1.35973, 1.06754], [-0.86411, 1.76219, -0.71809], [0.90803, -1.82904, -0.91831]]}



Record 3
{"formula": "C2H5NO", "method": "ωB97M-V/def2-TZVPD", "lumo_ev": [2.92, 2.85], "homo_lumo_gap_ev": [2.14, 5.14], "multiplicity": 2, "e_above_lowest_kcal_mol": 34.91, "homo_ev": [0.787, -2.284], "total_charge": -1, "elements": ["C", "N", "H", "H", "H", "O", "C", "H", "H"], "coordinates": [[-0.38625, 1.56998, -2.93925], [-1.26253, 0.85722, -3.46046], [-0.01420, 1.51739, -1.90685], [0.12614, 2.43689, -3.38536], [-1.45906, 0.98451, -4.44719], [0.71874, -2.99600, 4.51372], [0.77359, -1.79689, 4.00536], [1.15738, -1.58552, 3.00010], [0.34621, -0.98759, 4.61994]]}



Record 4
{"formula": "C9H6Cl2FNOS", "method": "ωB97M-V/def2-TZVPD", "lumo_ev": -0.69, "homo_lumo_gap_ev": 8.85, "e_above_lowest_kcal_mol": 11.49, "homo_ev": -9.533, "total_charge": 0, "elements": ["C", "C", "C", "C", "C", "C", "C", "C", "C", "N", "O", "F", "S", "Cl", "Cl", "H", "H", "H", "H", "H", "H"], "coordinates": [[-1.04006, 1.69966, -0.51791], [-0.76226, 1.69226, 0.82597], [-0.16771, 1.08366, -1.39578], [0.22740, 0.88932, 1.36405], [-0.51407, -2.11773, -1.65140], [-1.53859, -1.80394, 0.54071], [0.95735, 0.38742, -0.91435], [1.17488, 0.31037, 0.46149], [2.34065, -0.53144, 0.92753], [-1.24991, -1.91369, -0.75559], [0.10690, -2.27929, -2.59635], [-3.68435, 0.06494, 0.64475], [-2.66537, -1.18404, 1.38306], [3.86491, -0.13751, 0.01389], [1.96711, -2.27449, 0.79154], [-1.93733, 2.15720, -0.68107], [-1.39872, 2.23437, 1.43926], [-0.40642, 1.05287, -2.53020], [0.55681, 1.10745, 2.41942], [1.61447, -0.03579, -1.77790], [2.55433, -0.40159, 2.00885]]}



Record 5
{"formula": "C16H11ClN6O5Pb", "method": "ωB97M-V/def2-TZVPD", "lumo_ev": -0.95, "homo_lumo_gap_ev": 7.86, "homo_ev": -8.817, "total_charge": 0, "elements": ["Pb", "O", "Cl", "O", "O", "O", "N", "C", "O", "C", "C", "N", "C", "N", "H", "H", "N", "C", "C", "C", "C", "C", "C", "N", "C", "C", "C", "C", "N", "C", "C", "H", "H", "H", "H", "H", "H", "H", "H", "H"], "coordinates": [[3.84615, -0.36171, 1.41755], [4.55416, 3.43488, 2.76098], [3.42446, 2.62404, 2.46368], [2.19802, 3.35158, 2.49727], [3.36313, 1.46708, 3.35698], [3.58798, 2.04420, 1.09450], [6.23700, 0.20532, -2.41197], [5.48767, -0.45291, -1.51563], [5.15566, 0.15434, -0.45167], [5.10363, -1.80367, -1.79130], [4.30702, -2.36751, -0.79780], [3.66168, -2.59840, 0.14039], [5.50532, -2.45963, -2.97773], [5.88325, -2.91444, -3.96812], [6.47855, 1.16060, -2.21602], [6.49286, -0.21267, -3.28993], [-3.58838, -1.04350, 0.50389], [-4.86231, -0.56988, 0.26659], [-6.12081, -1.15850, 0.37248], [-7.19950, -0.36341, 0.04582], [-7.03381, 0.97035, -0.37248], [-5.78515, 1.54274, -0.47376], [-4.68035, 0.75472, -0.14585], [-3.33394, 1.07219, -0.15288], [-2.72619, -0.01125, 0.23622], [-1.26840, -0.11468, 0.37909], [-0.62439, -1.30264, 0.71008], [0.74780, -1.30616, 0.84297], [1.49065, -0.20788, 0.67277], [0.87752, 0.93760, 0.33870], [-0.48990, 1.01899, 0.17930], [-3.35058, -1.96067, 0.83515], [-6.24778, -2.18491, 0.69118], [-8.19822, -0.77454, 0.11064], [-7.91101, 1.55305, -0.62036], [-5.65291, 2.56736, -0.79494], [-1.16183, -2.22977, 0.85683], [1.28334, -2.21922, 1.07557], [1.51133, 1.80454, 0.21705], [-0.96171, 1.95437, -0.08527]]}